## a
This record from the OMol25 dataset describes C8H10N2O as an isolated structure. The level of theory is the ωB97M-V functional and the def2-TZVPD basis.

Results
- HOMO energy: -7.61 eV
- Spin multiplicity: 1
- Lowest unoccupied orbital energy: 0.0281 Eh

Geometry as XYZ:
```
21
Properties=species:S:1:pos:R:3:lowdin_charge:R:1
C -0.1854 -1.2910 0.0793 0.046
C 2.2757 1.5886 1.5947 -0.058
C 0.8180 1.9978 -0.0634 -0.023
C 1.8237 2.5392 0.6880 -0.389
C 0.6379 0.5141 0.3112 -0.036
C -1.1034 -3.3645 -4.0315 -0.110
C -1.4012 -1.5911 0.5559 -0.211
C -2.4492 -0.5543 0.8661 -0.109
N -1.6422 -4.1065 -3.4055 0.052
N 1.5960 0.3980 1.3276 -0.021
O 2.4008 3.7533 0.4194 0.064
H 0.5911 -1.8880 -0.3576 0.054
H 2.9669 1.6809 2.4221 0.109
H 0.4992 2.4967 -0.9035 0.059
H -0.5567 -2.6685 -4.6522 0.060
H -1.5176 -2.6536 0.7008 0.092
H -3.1533 -0.3323 0.0348 0.083
H -1.9599 0.4298 0.7450 0.057
H -2.9152 -0.6990 1.8978 0.097
H 1.4941 -0.4234 1.8876 0.124
H 1.7809 4.1740 -0.1165 0.059
```

## b
This record from the OMol25 dataset describes C8H10N2O as an isolated structure. The level of theory is the ωB97M-V functional and the def2-TZVPD basis.

Results
- HOMO energy: -8.48 eV
- Spin multiplicity: 1
- Lowest unoccupied orbital energy: 0.0206 Eh

Geometry as XYZ:
```
21
Properties=species:S:1:pos:R:3:lowdin_charge:R:1
C -3.6711 -0.5304 0.1713 0.050
C -1.5313 0.3852 -0.2064 -0.340
C -0.7263 1.5030 -0.3938 0.069
C 0.7887 1.2635 -0.3624 0.003
C 1.2582 0.0678 -0.1213 -0.282
C 0.3830 -1.0634 -0.0070 -0.078
C -0.8849 -0.9387 0.0609 -0.050
C 2.7045 -0.1346 -0.0626 -0.464
H -3.3699 -0.9099 0.9996 0.017
H -3.9124 -1.1443 -0.4205 -0.041
H -4.8155 0.2482 0.2524 0.214
H -1.1195 2.3208 -0.5611 0.016
H 1.1088 2.3303 -0.4930 0.136
H 1.1883 -2.2580 0.4016 0.246
H -1.6693 -1.8347 0.1237 0.152
H 2.8219 1.1789 1.4699 0.130
H 4.5762 0.4382 0.4196 0.203
H 2.7277 -1.4609 -0.9605 -0.098
N 3.4575 0.9654 0.5674 0.009
N 3.4490 -1.0412 -0.6702 0.136
O -2.7638 0.6149 -0.2077 -0.027
```

Least stable = b